Entry 1:
{"formula": "C2H8Cl2Si3", "method": "the ωB97M-V functional and the def2-TZVPD basis", "gap_ev": [5.510, 7.953], "relative_energy_kcal_mol": 85.7, "species": ["C", "C", "Si", "Si", "Si", "Cl", "Cl", "H", "H", "H", "H", "H", "H", "H", "H"], "positions_angstrom": [[-0.5851, -1.4570, -0.9620], [0.8561, 1.4214, -0.5069], [1.0224, -0.5026, -0.2061], [-1.9370, -1.7646, 0.3386], [-0.2479, 2.3136, 0.7965], [-1.2291, -3.1913, 1.7641], [0.9645, 2.3748, 2.4727], [-1.0062, -0.7308, -1.5211], [-0.2716, -2.2509, -1.5843], [1.9533, 1.5808, -0.4185], [0.6345, 1.6082, -1.6677], [1.0451, -0.5573, 1.4016], [2.2981, -0.9747, -0.8019], [-3.3741, -1.6192, 0.3433], [-0.1229, 3.7495, 0.5517]], "nbo_charge": [-1.27, -1.38, 1.10, 0.97, 1.01, -0.40, -0.42, 0.24, 0.26, 0.27, 0.27, -0.14, -0.16, -0.15, -0.19]}

***

Entry 2:
{"formula": "C6H11NO", "method": "the ωB97M-V functional and the def2-TZVPD basis", "gap_ev": 8.858, "relative_energy_kcal_mol": 254.6, "smiles": "C1C[C@H]2CNC[C@H]1O2", "species": ["C", "C", "C", "C", "C", "C", "H", "H", "H", "H", "H", "H", "H", "H", "H", "H", "H", "N", "O"], "positions_angstrom": [[0.4794, 1.7212, 0.6446], [-0.4370, 0.9486, 1.7059], [-0.8409, -0.3040, 0.7020], [-1.2327, -1.5558, -0.3611], [0.6675, -0.3103, -1.6058], [0.5844, 0.7991, -0.5184], [0.0554, 2.5481, 0.0958], [1.4756, 2.0702, 0.9470], [-1.2807, 1.6947, 2.1326], [0.3463, 0.7272, 2.5206], [0.0291, -0.8189, 0.9370], [-2.0521, -1.4140, -0.9304], [-1.2407, -2.5695, 0.1340], [0.8129, -2.2693, -0.9651], [1.8754, -0.4700, -1.5682], [0.3095, 0.1503, -2.5811], [1.2739, 0.2386, 0.2726], [0.0101, -1.5795, -1.1591], [-0.8354, 0.3933, -0.4030]], "nbo_charge": [-0.40, -0.42, 0.02, -0.11, -0.17, -0.03, 0.21, 0.21, 0.23, 0.20, 0.14, 0.19, 0.18, 0.38, 0.19, 0.21, 0.16, -0.65, -0.53]}

***

Entry 3:
{"formula": "C4H10NO", "method": "the ωB97M-V functional and the def2-TZVPD basis", "spin_multiplicity": 2, "gap_ev": [12.118, 8.813], "s_squared": 0.758, "relative_energy_kcal_mol": 5.3, "charge": 2, "species": ["C", "C", "C", "C", "O", "N", "H", "H", "H", "H", "H", "H", "H", "H", "H", "H"], "positions_angstrom": [[1.2456, 0.0845, 0.6800], [0.2435, 0.4364, -0.4050], [-0.6560, -0.6818, -1.0017], [-1.7090, 0.0016, -1.9606], [-2.7700, -0.5319, -1.9686], [0.6164, 0.1233, 2.0896], [1.6127, -0.9323, 0.5445], [2.1005, 0.7402, 0.7933], [-0.3042, 1.3520, -0.1709], [0.8849, 0.7526, -1.2404], [-0.1106, -1.1961, -1.7995], [-1.0474, -1.3889, -0.2757], [-1.4418, 0.8289, -2.6347], [-0.3298, -0.2523, 2.0639], [0.5169, 1.0615, 2.5086], [1.1484, -0.3978, 2.7773]], "nbo_charge": [-0.21, -0.47, -0.41, 0.45, 0.01, -0.68, 0.25, 0.27, 0.25, 0.28, 0.30, 0.28, 0.31, 0.44, 0.46, 0.47]}

***

Entry 4:
{"formula": "CH5PS2", "method": "the ωB97M-V functional and the def2-TZVPD basis", "gap_ev": 9.380, "relative_energy_kcal_mol": 12.8, "smiles": "C[P@@H](=S)S", "species": ["C", "P", "S", "S", "H", "H", "H", "H", "H"], "positions_angstrom": [[-0.7907, 0.7532, 0.2398], [0.6720, -0.0382, -0.5910], [2.2261, 0.8145, 0.1873], [0.4272, -2.1625, -0.2341], [-0.7672, 0.3967, 1.3318], [-0.7443, 1.8556, 0.0814], [-1.7428, 0.4871, -0.1829], [0.2658, 0.0751, -1.8558], [0.4539, -2.1815, 1.0234]], "nbo_charge": [-0.95, 0.93, -0.53, -0.27, 0.25, 0.25, 0.23, -0.04, 0.14]}